Entry 1:
Here is a 7-piece molecular cluster, C5H27N3O6 overall from OMol25. Energies are from wB97M-V/def2-TZVPD.

The calculation puts the HOMO energy at -8.418 eV. The frontier orbital gap comes out at 8.51 eV. As for the SMILES: C[C@H](N)CNCCN.O.O.O.O.O.O.

Element x y z (Å)
C 3.07 -1.31 -0.88
C 1.91 -0.30 -0.85
N 0.79 -0.90 -0.11
C 1.54 0.09 -2.29
N 0.53 1.14 -2.41
C -0.85 0.67 -2.66
C -1.87 1.64 -2.05
N -2.07 1.56 -0.61
H 2.83 -2.21 -1.45
H 3.97 -0.85 -1.33
H 3.30 -1.60 0.13
H 2.18 0.62 -0.29
H -0.08 -0.36 -0.17
H 0.57 -1.84 -0.43
H 1.23 -0.78 -2.88
H 2.48 0.46 -2.78
H 0.58 1.77 -1.61
H -1.03 -0.37 -2.33
H -1.00 0.65 -3.75
H -2.87 1.49 -2.52
H -1.56 2.67 -2.31
H -2.40 0.62 -0.30
H -1.26 1.78 -0.08
O -1.25 -0.41 2.92
H -0.39 -0.88 3.08
H -1.46 -0.53 1.99
O 0.75 3.09 0.68
H 1.64 3.38 0.95
H 0.15 3.82 0.83
O -2.58 -1.38 0.12
H -3.44 -1.50 0.53
H -2.09 -2.23 0.20
O 1.37 -1.01 2.80
H 1.32 -1.12 1.83
H 1.45 -0.04 2.99
O 0.62 1.59 2.92
H -0.22 1.12 3.04
H 0.52 2.01 2.02
O -1.35 -3.80 0.32
H -1.21 -4.40 -0.42
H -0.81 -4.03 1.08

Entry 2:
Here is one molecule with the formula C5H13N3 from OMol25. Energies are from wB97M-V/def2-TZVPD.

The calculation puts the HOMO energy at -8.285 eV. The frontier orbital gap comes out at 9.22 eV. As for the SMILES: C=NN(C)CCCN.

Element x y z (Å)
C 3.00 -1.16 -0.13
N 2.64 0.01 -0.16
N 1.46 0.43 0.31
C 1.22 1.88 -0.06
C 0.38 -0.59 0.24
C -0.92 0.06 0.23
C -2.11 -0.71 -0.12
N -3.29 0.17 0.00
H 2.52 -1.98 0.35
H 4.03 -1.37 -0.49
H 2.05 2.41 0.38
H 0.39 2.32 0.45
H 1.08 1.97 -1.10
H 0.65 -1.21 1.12
H 0.54 -1.25 -0.54
H -1.23 0.40 1.29
H -0.75 1.02 -0.35
H -2.25 -1.56 0.68
H -2.04 -1.36 -1.03
H -4.14 -0.33 -0.33
H -3.23 0.87 -0.74

Entry 3:
Here is a 12-piece molecular cluster, C68H164N12O12 overall from OMol25. Energies are from wB97M-V/def2-TZVPD.

The calculation puts the HOMO energy at -8.312 eV. The frontier orbital gap comes out at 8.82 eV. As for the SMILES: CC1(C)CCCC(C)(C)N1O.CC1(C)CCCC(C)(C)N1O.CC1(C)CCCC(C)(C)N1O.CC1(C)CCCC(C)(C)N1O.COC[C@H](C)N.COC[C@H](C)N.COC[C@H](C)N.COC[C@H](C)N.COC[C@H](C)N.COC[C@H](C)N.COC[C@H](C)N.COC[C@H](C)N.

Element x y z (Å)
C -3.82 -1.97 3.69
C -3.30 -0.57 4.15
C -2.68 0.18 2.94
C -4.55 0.15 4.69
C -4.26 1.37 5.61
C -3.25 0.93 6.62
C -1.97 0.28 6.10
C -0.99 1.27 5.47
C -1.24 -0.33 7.33
N -2.38 -0.82 5.28
O -1.19 -1.49 4.81
H -3.05 -2.59 3.23
H -4.23 -2.45 4.58
H -4.57 -1.73 2.92
H -1.64 -0.09 2.76
H -3.27 0.00 2.04
H -2.64 1.22 3.20
H -5.20 0.50 3.90
H -5.17 -0.56 5.27
H -3.83 2.20 5.08
H -5.21 1.64 6.07
H -3.62 0.20 7.33
H -2.88 1.84 7.14
H -0.17 0.67 5.07
H -0.57 1.99 6.15
H -1.43 1.78 4.61
H -1.87 -0.96 7.97
H -0.88 0.43 8.00
H -0.39 -0.94 7.04
H -1.33 -2.39 5.15
C 0.00 0.66 -5.21
C -1.30 1.55 -5.31
C -1.31 2.39 -4.00
C -1.19 2.54 -6.50
C -1.45 1.89 -7.82
C -2.82 1.19 -7.80
C -2.91 0.15 -6.64
C -4.36 -0.43 -6.46
C -2.07 -1.15 -6.85
N -2.66 0.87 -5.43
O -2.73 -0.03 -4.38
H -0.17 -0.15 -4.48
H 0.26 0.21 -6.15
H 0.76 1.33 -4.83
H -0.49 3.13 -3.96
H -2.18 3.01 -4.01
H -1.26 1.74 -3.13
H -1.92 3.31 -6.30
H -0.26 3.07 -6.45
H -1.14 2.55 -8.60
H -0.72 1.09 -7.92
H -2.98 0.60 -8.68
H -3.62 1.89 -7.69
H -4.51 -1.09 -5.57
H -4.79 -0.97 -7.31
H -5.04 0.47 -6.38
H -1.10 -0.91 -7.29
H -2.59 -1.80 -7.52
H -1.97 -1.63 -5.89
H -3.48 0.36 -3.85
C 3.57 -3.46 0.08
C 2.36 -4.48 -0.21
C 1.39 -3.76 -1.18
C 2.88 -5.76 -0.91
C 3.68 -6.64 0.02
C 2.82 -6.97 1.22
C 2.32 -5.74 1.99
C 1.28 -6.08 3.04
C 3.48 -4.98 2.70
N 1.60 -4.94 0.96
O 0.93 -3.79 1.53
H 4.28 -3.83 0.79
H 4.04 -3.25 -0.93
H 3.15 -2.47 0.39
H 1.37 -2.68 -1.03
H 1.64 -3.91 -2.23
H 0.39 -4.09 -1.05
H 2.02 -6.36 -1.23
H 3.35 -5.53 -1.85
H 3.81 -7.54 -0.54
H 4.67 -6.27 0.24
H 3.29 -7.64 1.98
H 1.98 -7.57 0.82
H 1.59 -6.94 3.64
H 0.33 -6.47 2.63
H 1.11 -5.21 3.65
H 4.43 -5.15 2.22
H 3.48 -5.38 3.77
H 3.26 -3.92 2.68
H 1.58 -3.19 1.95
C 4.78 0.88 -6.89
C 4.59 -0.34 -5.97
C 5.97 -0.77 -5.48
C 3.64 0.13 -4.85
C 3.11 -0.97 -3.93
C 2.41 -2.07 -4.77
C 3.37 -2.54 -5.95
C 4.50 -3.42 -5.43
C 2.54 -3.37 -6.89
N 3.84 -1.32 -6.69
O 4.60 -1.76 -7.77
H 5.40 0.76 -7.77
H 3.77 0.96 -7.34
H 5.10 1.77 -6.35
H 6.50 0.15 -5.24
H 5.98 -1.40 -4.60
H 6.52 -1.33 -6.23
H 4.06 0.95 -4.20
H 2.81 0.53 -5.48
H 4.06 -1.46 -3.60
H 2.46 -0.64 -3.15
H 1.41 -1.76 -5.16
H 2.23 -3.01 -4.23
H 4.86 -3.07 -4.45
H 5.37 -3.47 -6.04
H 4.10 -4.43 -5.24
H 3.09 -3.91 -7.69
H 1.74 -2.73 -7.26
H 2.04 -4.17 -6.28
H 4.09 -1.59 -8.55
C -2.41 -7.78 -4.02
O -2.44 -6.48 -4.48
C -2.43 -5.50 -3.50
C -2.08 -4.11 -4.08
C -0.68 -4.11 -4.64
N -2.23 -3.06 -3.13
H -3.21 -7.97 -3.27
H -1.46 -8.00 -3.54
H -2.43 -8.50 -4.91
H -3.33 -5.49 -2.89
H -1.62 -5.79 -2.76
H -2.82 -4.00 -4.93
H -0.05 -4.24 -3.74
H -0.41 -3.23 -5.15
H -0.57 -4.96 -5.30
H -2.35 -2.16 -3.56
H -1.44 -3.02 -2.49
C 2.72 0.82 7.25
O 3.29 0.04 6.26
C 2.45 0.02 5.08
C 2.82 -1.17 4.18
C 4.12 -0.80 3.47
N 1.81 -1.33 3.13
H 2.93 1.90 7.09
H 3.04 0.52 8.22
H 1.63 0.79 7.24
H 1.38 -0.15 5.41
H 2.58 0.92 4.53
H 2.92 -2.13 4.69
H 4.41 -1.64 2.82
H 4.88 -0.63 4.27
H 3.82 0.03 2.79
H 1.74 -0.45 2.66
H 0.92 -1.50 3.58
C 0.07 2.34 2.22
O 0.57 1.19 1.60
C 0.21 1.10 0.29
C 0.42 -0.32 -0.21
C 0.08 -0.33 -1.70
N -0.50 -1.18 0.55
H 0.41 2.41 3.29
H -1.01 2.35 2.27
H 0.52 3.22 1.79
H -0.80 1.45 0.12
H 0.83 1.81 -0.28
H 1.50 -0.56 -0.05
H -0.96 -0.08 -1.82
H 0.44 -1.25 -2.16
H 0.61 0.51 -2.15
H -0.23 -2.18 0.39
H -0.30 -1.01 1.53
C -3.37 -5.86 1.68
O -4.21 -4.74 1.27
C -3.52 -3.89 0.41
C -4.48 -2.76 0.07
C -5.57 -3.16 -0.87
N -3.64 -1.71 -0.61
H -2.44 -5.62 2.21
H -3.16 -6.33 0.69
H -3.86 -6.64 2.32
H -2.56 -3.59 0.85
H -3.32 -4.45 -0.53
H -4.78 -2.31 1.01
H -6.34 -2.41 -1.06
H -6.20 -3.94 -0.45
H -5.07 -3.50 -1.81
H -2.80 -1.60 -0.04
H -3.30 -2.19 -1.41
C -3.35 3.84 0.80
O -4.02 3.62 -0.46
C -3.83 2.38 -1.02
C -5.08 1.97 -1.84
C -6.22 2.04 -0.90
N -4.76 0.70 -2.52
H -3.58 2.97 1.37
H -3.82 4.71 1.23
H -2.25 3.89 0.71
H -2.89 2.18 -1.54
H -3.83 1.66 -0.11
H -5.25 2.68 -2.66
H -7.10 1.47 -1.18
H -6.42 3.14 -0.84
H -5.89 1.65 0.11
H -5.61 0.23 -2.81
H -4.45 0.10 -1.81
C 0.71 5.04 -1.59
O 1.36 5.74 -0.54
C 0.47 6.52 0.25
C 1.21 7.42 1.23
C 2.01 6.65 2.24
N 0.12 8.23 1.77
H 0.19 5.69 -2.31
H -0.17 4.50 -1.15
H 1.43 4.45 -2.13
H -0.13 7.15 -0.41
H -0.19 5.86 0.78
H 1.93 8.02 0.69
H 2.76 6.15 1.62
H 1.38 5.92 2.75
H 2.50 7.19 3.08
H 0.36 8.95 2.39
H -0.34 8.74 1.04
C 6.60 3.04 6.08
O 5.84 3.83 5.17
C 4.92 3.10 4.40
C 4.47 3.97 3.24
C 3.27 3.31 2.52
N 5.60 4.21 2.30
H 7.35 3.60 6.66
H 7.14 2.20 5.60
H 5.98 2.74 6.90
H 5.39 2.15 4.02
H 4.17 2.67 5.05
H 4.13 4.96 3.61
H 2.49 3.10 3.26
H 3.49 2.37 2.01
H 2.86 4.04 1.81
H 6.40 4.32 2.92
H 5.83 3.34 1.82
C -2.89 8.40 5.10
O -2.97 7.20 5.83
C -1.76 6.59 6.17
C -0.83 6.16 4.96
C -1.53 5.07 4.17
N 0.42 5.73 5.47
H -2.35 8.31 4.12
H -2.33 9.10 5.71
H -3.85 8.80 4.98
H -1.29 7.31 6.83
H -2.02 5.71 6.78
H -0.70 7.05 4.32
H -1.38 4.10 4.74
H -1.30 4.94 3.09
H -2.57 5.34 4.12
H 1.07 5.44 4.80
H 0.84 6.48 6.07

Entry 4:
Here is a 15-piece molecular cluster, C2H33O15 overall from OMol25. Energies are from wB97M-V/def2-TZVPD.

The calculation puts the HOMO energy at -5.902 eV. Its charge is -1. The frontier orbital gap comes out at 8.07 eV.

Element x y z (Å)
C 8.35 1.17 -28.58
C 7.73 0.58 -27.40
O 7.66 1.34 -26.22
H 9.30 1.57 -28.24
H 7.69 2.01 -28.89
H 8.42 0.56 -29.44
H 8.18 -0.34 -27.09
H 6.74 0.30 -27.72
O 4.54 -1.00 -26.72
H 4.96 -0.13 -26.65
H 5.21 -1.65 -26.55
O 10.13 1.82 -25.47
H 9.21 1.69 -25.80
H 10.41 0.88 -25.41
O 7.49 1.81 -22.97
H 7.44 2.67 -23.38
H 7.36 1.19 -23.64
O 5.12 1.56 -25.81
H 4.52 1.77 -26.50
H 6.06 1.78 -26.00
O 8.96 -2.78 -25.87
H 8.06 -2.61 -26.08
H 9.03 -3.71 -25.87
O 4.33 -0.83 -29.60
H 4.43 0.13 -29.76
H 4.49 -0.98 -28.64
O 5.06 1.82 -29.51
H 5.77 2.03 -28.94
H 4.55 2.59 -29.71
O 10.82 -0.90 -25.80
H 10.16 -1.65 -25.75
H 11.37 -0.97 -26.60
O 12.08 1.56 -27.40
H 11.88 0.67 -27.71
H 11.39 1.75 -26.77
O 6.64 3.88 -27.06
H 7.09 3.08 -27.05
H 6.95 4.31 -27.88
O 6.52 -3.00 -27.43
H 6.88 -2.69 -28.26
H 6.67 -3.96 -27.53
O 9.52 -1.98 -28.73
H 8.64 -1.99 -29.18
H 9.47 -1.60 -27.86
O 7.68 -0.48 -24.35
H 8.49 -0.27 -23.89
H 7.64 0.07 -25.16
O 7.00 -2.18 -29.89
H 6.37 -2.85 -30.15
H 6.41 -1.44 -29.98

Entry 5:
Here is a 2-piece molecular cluster, C10H16O overall from OMol25. Energies are from wB97M-V/def2-TZVPD.

The calculation puts the HOMO energy (alpha / beta) at -13.557 / -13.557 eV. Its charge is +1. The frontier orbital gap (alpha / beta) comes out at 9.42 / 5.81 eV. As for the spin multiplicity: 2.

Element x y z (Å)
C 2.12 1.58 -0.34
C -0.84 2.14 -2.54
C -1.74 1.22 -1.90
C 0.45 2.31 -2.18
C 0.75 1.55 -0.93
C -1.53 0.46 -0.77
C -0.16 0.79 -0.26
O -3.00 1.37 -2.49
H -1.26 2.52 -3.50
H 1.21 2.79 -2.70
H -2.08 -0.26 -0.35
H -3.64 1.18 -1.75
H 2.16 1.08 0.61
H 2.42 2.65 -0.16
H -0.16 0.60 0.74
H 2.81 1.12 -1.06
C 0.68 -2.42 2.19
C -0.82 -1.71 2.46
C 1.09 -2.24 0.83
H 1.36 -2.09 2.97
H 0.41 -3.46 2.37
H -1.51 -1.92 1.64
H 0.78 -1.15 0.49
H -0.82 -0.62 2.52
H -1.27 -2.27 3.37
H 2.12 -2.19 0.57
H 0.47 -3.02 0.19

Entry 6:
Here is a 2-piece molecular cluster, C8H23N2Si overall from OMol25. Energies are from wB97M-V/def2-TZVPD.

The calculation puts the HOMO energy at -11.954 eV. Its charge is +1. The frontier orbital gap comes out at 9.32 eV.

Element x y z (Å)
C 0.83 -2.19 -1.59
C 2.95 1.33 -1.35
C -3.29 1.76 -0.65
C -3.23 0.76 1.43
C 1.03 -2.93 -0.31
C 2.88 1.21 0.26
C 0.36 -2.18 0.87
C -1.12 1.13 0.41
N 2.44 -0.08 0.65
N -2.52 0.75 0.17
Si 0.92 -0.48 1.33
H 1.33 -1.27 -1.38
H 1.38 -2.64 -2.33
H -0.20 -2.11 -1.81
H 1.97 1.35 -1.81
H 3.40 2.22 -1.57
H 3.43 0.43 -1.87
H -3.06 1.63 -1.79
H -4.30 1.65 -0.46
H -2.95 2.75 -0.24
H -4.27 0.53 1.46
H -2.75 0.11 2.11
H -3.12 1.78 1.81
H 0.76 -3.98 -0.30
H 2.10 -2.76 -0.10
H 3.84 1.44 0.67
H 2.16 1.92 0.64
H 0.49 -2.79 1.75
H -0.70 -2.01 0.69
H -0.70 1.49 -0.45
H -0.90 2.02 1.09
H 2.78 -0.90 0.06
H -2.74 -0.20 -0.10
H 0.82 0.27 2.67

Q: Which molar mass values were calculated for the entries above? A: 225.29, 115.18, 1342.13, 297.27, 152.24, 175.37, in g mol⁻¹.
Q: Which ΔE to the lowest compared entry with this formula, charge and spin values were calculated for the entries above? A: 8.2, 71.3, 14.8, 15.6, 67.3, 96.1, in kcal/mol.